10
Properties=species:S:1:pos:R:3:forces:R:3:lowdin_charge:R:1 method="wB97M-V/def2-TZVPD" e_above_lowest_kj_mol=302.22 charge=+1 homo_energy_ha="-0.522 / -0.533" orbital_gap_ev="7.71 / 8.20"
C -0.7264 -2.0155 1.1661 -2.06 -2.94 -1.74 -0.415
C -0.4681 -0.5476 -0.9360 1.45 1.37 -1.28 -0.476
N -0.0970 -1.1794 1.7371 1.28 2.86 -0.12 0.196
N 0.1396 0.1349 -0.0127 0.13 -2.60 0.66 -0.090
N 0.7383 1.2837 -0.0400 -5.12 1.42 -2.27 0.158
S -1.2996 -1.9810 -0.6998 0.42 0.26 1.59 1.033
H -1.0606 -2.9667 1.6332 0.20 0.54 -0.25 0.116
H -0.2579 -0.2192 -2.0136 -0.57 -0.45 1.49 0.152
H 0.0049 2.0237 -0.3394 2.61 -0.75 1.08 0.204
H 1.6307 1.4072 0.3252 1.66 0.30 0.85 0.122